No. 1
{"formula": "C26H21AsF6N4PtS", "method": "ωB97M-V/def2-TZVPD", "charge": 3, "orbital_gap_ev": [6.725, 2.614], "multiplicity": 6, "homo_ev": [-16.58, -16.53], "s_squared": 8.807, "species": ["Pt", "C", "C", "C", "C", "C", "C", "C", "C", "C", "S", "C", "N", "H", "H", "H", "H", "H", "H", "H", "H", "N", "C", "C", "C", "C", "C", "C", "C", "C", "N", "C", "H", "H", "H", "H", "H", "H", "H", "H", "N", "C", "C", "C", "C", "C", "C", "C", "H", "H", "H", "H", "H", "F", "As", "F", "F", "F", "F", "F"], "positions_angstrom": [[0.49325, 0.63036, 0.03023], [-0.10905, 4.30630, -0.43565], [0.71844, 4.14298, 0.75962], [1.09798, 5.32612, 1.45007], [1.75225, 5.24087, 2.64225], [2.10890, 3.97498, 3.14803], [2.80544, 3.81375, 4.36271], [3.23778, 2.56739, 4.78382], [2.99492, 1.45781, 3.99149], [2.27668, 1.57068, 2.79197], [2.03242, 0.15043, 1.88002], [1.78217, 2.83470, 2.34891], [1.07373, 2.94613, 1.21289], [-0.43410, 5.33404, -0.58032], [-0.97484, 3.64739, -0.40504], [0.46840, 4.03049, -1.32668], [0.81206, 6.27893, 1.03737], [2.01036, 6.13102, 3.20111], [2.99802, 4.69681, 4.95983], [3.76276, 2.45855, 5.72088], [3.34208, 0.48024, 4.29101], [-1.67302, 0.22230, 0.87961], [-2.45988, -0.52515, -0.06591], [-3.79780, -0.78378, 0.16931], [-4.56878, -1.45779, -0.77890], [-4.02539, -1.84175, -1.98544], [-2.67118, -1.57817, -2.27449], [-2.08106, -1.83090, -3.53019], [-0.76860, -1.49158, -3.75984], [-0.04340, -0.88841, -2.72072], [-0.58272, -0.64299, -1.55676], [-1.86307, -0.93586, -1.28508], [-1.62240, -0.27624, 1.77374], [-2.13451, 1.12190, 1.04876], [-4.25767, -0.44869, 1.08877], [-5.60805, -1.65568, -0.56428], [-4.63341, -2.33268, -2.73116], [-2.68595, -2.25006, -4.32310], [-0.29566, -1.63795, -4.71990], [0.98335, -0.58487, -2.88279], [1.00508, -1.74350, 0.18233], [1.23457, -2.87193, 0.22389], [1.44765, -4.25298, 0.29753], [0.70459, -5.11326, -0.52706], [0.85922, -6.48870, -0.39887], [1.70633, -7.02109, 0.56590], [2.46517, -6.16912, 1.35813], [2.32833, -4.78947, 1.25154], [0.00768, -4.70797, -1.24507], [0.32710, -7.14776, -1.07020], [1.80727, -8.09224, 0.66497], [3.17999, -6.58047, 2.05825], [2.87772, -4.13315, 1.91010], [-0.21431, 1.85188, -1.78398], [-1.45421, 2.51953, -3.47394], [-2.29656, 3.32897, -2.17859], [-2.39811, 1.10003, -2.96724], [-2.40167, 2.96263, -4.74552], [-0.38934, 1.40691, -4.27372], [-0.25699, 3.74009, -3.49461]], "forces_ev_per_a": [[-1.237, 0.273, -1.075], [-0.083, -0.208, -0.785], [0.071, 0.962, 0.583], [0.068, -0.449, 0.244], [-0.005, 0.137, 0.014], [-0.225, -0.641, -0.727], [-0.129, 0.236, -0.157], [0.003, -0.654, -0.079], [0.305, 0.331, 0.548], [-0.432, -0.547, -0.732], [-0.221, 0.663, 0.242], [0.339, 1.042, 0.710], [-0.232, -0.970, -0.567], [-0.020, -0.045, 0.188], [0.044, 0.072, -0.055], [-0.150, -0.026, 0.175], [-0.013, 0.088, -0.069], [-0.011, 0.042, 0.021], [0.069, -0.020, 0.029], [0.049, -0.005, 0.025], [0.077, -0.046, 0.079], [0.776, 0.486, 0.337], [-0.696, -0.666, -0.752], [0.927, 0.228, 0.030], [-0.058, -0.335, -0.669], [-0.108, 0.136, 0.481], [0.329, 0.255, 0.471], [0.382, 0.044, -0.107], [-0.349, -0.166, 0.242], [0.170, -0.080, -0.497], [0.770, 0.647, 0.596], [-1.276, -0.119, 0.218], [0.102, 0.283, -0.228], [0.316, -0.130, 0.034], [-0.027, 0.032, 0.088], [-0.065, 0.003, -0.024], [-0.061, -0.012, -0.051], [-0.016, -0.075, -0.019], [-0.003, 0.010, 0.006], [-0.001, 0.071, 0.061], [0.320, -1.133, 0.124], [-0.450, 2.296, -0.088], [0.046, -1.550, -0.006], [0.341, 2.346, 0.401], [0.479, -2.131, 0.415], [0.123, -0.068, 0.039], [-0.001, -2.302, -0.093], [-0.702, 2.027, -0.704], [-0.094, 0.072, -0.097], [-0.078, -0.078, -0.045], [0.025, -0.041, 0.007], [0.031, -0.029, 0.068], [0.082, 0.075, 0.069], [0.364, -0.306, 0.907], [0.389, -1.550, 2.487], [0.471, -0.106, -0.917], [0.560, 0.959, -0.635], [-0.326, 0.286, -0.609], [-0.460, 0.733, 0.087], [-0.499, -0.344, -0.237]]}

***

No. 2
{"formula": "C50H40AsF6IIrNO4P2S2", "method": "ωB97M-V/def2-TZVPD", "charge": 3, "orbital_gap_ev": [7.506, 4.162], "multiplicity": 6, "homo_ev": [-14.76, -15.40], "s_squared": 8.783, "species": ["Ir", "I", "C", "C", "C", "C", "C", "C", "C", "C", "C", "P", "C", "C", "C", "C", "C", "C", "C", "C", "C", "C", "C", "C", "C", "H", "H", "H", "H", "H", "H", "H", "H", "H", "H", "H", "H", "H", "H", "H", "H", "F", "C", "F", "F", "S", "O", "O", "N", "S", "O", "O", "C", "F", "F", "F", "C", "C", "As", "C", "C", "C", "C", "C", "C", "C", "C", "C", "C", "C", "C", "P", "C", "C", "C", "C", "C", "C", "C", "C", "C", "C", "C", "C", "H", "H", "H", "H", "H", "H", "H", "H", "H", "H", "H", "H", "H", "H", "H", "H", "H", "H", "H", "H", "H", "H", "H", "H"], "positions_angstrom": [[-4.62589, 14.86035, 15.61493], [-3.55962, 17.05556, 15.37913], [-1.56765, 17.02359, 14.71166], [-0.80922, 18.08402, 15.12995], [0.50018, 18.27160, 14.62552], [0.95660, 17.43144, 13.64021], [0.14029, 16.38458, 13.14293], [0.55654, 15.60709, 12.02893], [-0.19052, 14.55860, 11.53418], [-1.38583, 14.21237, 12.20348], [-1.80493, 14.93922, 13.30287], [-3.29625, 14.12157, 13.91232], [-2.80637, 12.42035, 14.21424], [-3.69247, 11.34171, 14.22119], [-3.24850, 10.08463, 14.60151], [-1.88694, 9.85367, 14.85618], [-0.98180, 10.91752, 14.76100], [-1.45053, 12.21599, 14.52093], [-4.35314, 14.27689, 12.47627], [-4.51984, 13.15436, 11.67708], [-5.47603, 13.20965, 10.64924], [-6.25231, 14.35418, 10.46769], [-5.98474, 15.49153, 11.21671], [-4.99836, 15.47777, 12.20134], [-1.09997, 16.07337, 13.76173], [-1.21911, 18.76485, 15.85839], [1.13789, 19.07134, 14.98892], [1.93866, 17.54659, 13.18818], [1.50543, 15.90539, 11.56371], [0.15894, 14.03792, 10.64074], [-1.96875, 13.35097, 11.86374], [-4.72334, 11.51198, 13.92166], [-3.93673, 9.23830, 14.71069], [-1.54532, 8.85230, 15.09764], [0.06961, 10.74030, 14.92245], [-0.73089, 13.03869, 14.54662], [-3.91174, 12.26013, 11.79474], [-5.60844, 12.32349, 10.04197], [-7.07806, 14.35466, 9.74459], [-6.54886, 16.40959, 11.03509], [-4.82371, 16.35399, 12.85462], [-8.95346, 11.26059, 14.87115], [-8.72207, 12.46328, 15.49490], [-8.84186, 12.28400, 16.84105], [-9.71908, 13.32685, 15.08417], [-6.89894, 12.86958, 14.96873], [-5.97019, 12.15017, 15.85203], [-6.91120, 12.54467, 13.56783], [-6.63596, 14.69067, 15.09014], [-7.31438, 15.82074, 16.11866], [-6.19652, 16.55094, 16.78328], [-8.33046, 15.22129, 16.93823], [-8.45310, 16.98280, 15.07159], [-9.64205, 16.40014, 14.76132], [-8.68038, 17.97375, 15.99887], [-7.92908, 17.55568, 13.95759], [-5.74276, 13.88150, 19.02658], [-5.70539, 13.87239, 20.54113], [-7.51680, 13.31851, 21.30560], [-8.20257, 15.16211, 21.36759], [-8.87342, 15.57249, 20.19422], [-9.34741, 16.87776, 20.06849], [-9.16479, 17.79466, 21.11441], [-8.54043, 17.39614, 22.31144], [-8.02536, 16.09559, 22.41846], [-7.01462, 13.17932, 23.21843], [-5.80212, 13.53180, 23.83374], [-5.58141, 13.19301, 25.17717], [-6.52352, 12.49147, 25.92164], [-7.75814, 12.16011, 25.30474], [-7.98275, 12.52322, 23.98017], [-4.23555, 14.48076, 18.07106], [-3.08817, 13.22390, 18.60050], [-2.44930, 13.47515, 19.82681], [-1.71103, 12.40993, 20.36584], [-1.66291, 11.16004, 19.73849], [-2.36351, 10.92414, 18.56026], [-3.04261, 11.98052, 17.95539], [-3.77377, 16.06011, 18.75384], [-2.43425, 16.45557, 18.70515], [-2.06893, 17.69795, 19.24774], [-3.03054, 18.55786, 19.81981], [-4.37907, 18.15637, 19.80969], [-4.75507, 16.92918, 19.26567], [-6.57629, 14.45486, 18.61633], [-5.93768, 12.84626, 18.68268], [-5.48329, 14.85356, 21.02267], [-5.02782, 13.13300, 20.93163], [-9.04849, 14.85272, 19.39232], [-9.85113, 17.10422, 19.13196], [-9.50891, 18.81830, 21.02237], [-8.49222, 18.04689, 23.18238], [-7.55017, 15.78849, 23.33925], [-5.06224, 14.12430, 23.31686], [-4.63342, 13.45917, 25.62441], [-6.33729, 12.20062, 26.93850], [-8.56319, 11.67656, 25.86478], [-8.95873, 12.26246, 23.51174], [-2.57415, 14.42356, 20.38533], [-1.15245, 12.55468, 21.27357], [-1.06095, 10.39006, 20.22302], [-2.41750, 9.95654, 18.10871], [-3.58687, 11.84488, 17.02648], [-1.68782, 15.79080, 18.25889], [-1.01036, 17.95919, 19.15574], [-2.71686, 19.52263, 20.22593], [-5.15965, 18.78975, 20.21795], [-5.81319, 16.64967, 19.19744]], "forces_ev_per_a": [[0.784, -2.512, 0.959], [1.156, 3.097, 0.340], [-0.099, -0.509, -0.207], [0.289, 0.174, 0.089], [-0.003, -0.283, -0.061], [-0.257, 0.110, -0.080], [0.025, -0.620, -0.126], [0.344, 0.107, -0.063], [0.123, 0.408, 0.146], [0.909, 0.286, -0.438], [-0.124, -0.358, -0.127], [0.468, -0.662, -0.921], [0.981, -0.054, 0.014], [-0.287, 0.150, -0.021], [0.310, -0.603, 0.195], [-0.255, 0.681, -0.303], [-0.672, 0.127, 0.300], [0.310, -0.706, 0.085], [0.164, -0.606, 0.065], [-0.833, 0.188, -1.083], [0.404, -0.106, 0.508], [-0.105, -0.380, -0.212], [0.132, 0.675, 0.121], [-0.746, 0.182, 0.474], [-0.336, 0.170, -0.160], [0.054, 0.263, 0.071], [-0.257, -0.056, 0.036], [-0.134, 0.168, 0.148], [-0.442, -0.302, 0.082], [-0.256, 0.000, 0.362], [0.381, 0.387, 0.012], [0.268, -0.284, 0.143], [0.142, 0.471, -0.287], [-0.004, 0.137, -0.032], [0.119, 0.056, 0.053], [-0.316, -0.297, -0.085], [-0.293, 0.117, 0.129], [-0.146, 0.122, -0.106], [0.517, 0.031, 0.253], [0.180, -0.309, 0.050], [-0.195, -0.500, -0.726], [0.726, 2.047, 1.095], [-2.752, -1.105, 0.324], [0.615, 0.443, -1.927], [2.649, -1.214, 0.626], [-0.550, -0.033, -0.152], [-1.664, 1.859, -0.741], [0.279, 0.813, 1.314], [-0.379, -0.386, 0.543], [-0.786, -0.941, 0.166], [-2.380, -0.625, -1.604], [0.588, 0.146, 0.143], [-1.064, 1.893, -0.244], [2.430, 0.527, 0.590], [0.254, -1.290, -1.256], [-0.330, -1.249, 1.642], [-0.448, -0.097, -1.133], [-0.280, 0.417, 0.196], [1.716, 2.243, 1.961], [-0.519, 0.231, -0.793], [-0.274, 0.114, 0.318], [0.500, -0.574, -0.083], [0.095, -0.268, 0.246], [0.212, -0.905, -0.515], [-0.717, -0.062, 0.151], [-0.022, -0.266, -0.874], [-0.065, -0.283, 0.527], [0.288, 0.300, -0.902], [-1.442, -0.347, -1.102], [0.373, 0.491, 0.368], [-1.233, -0.702, 0.261], [-1.042, -0.626, 0.353], [0.487, 0.407, 0.144], [0.229, -0.987, 0.243], [-0.195, 0.323, -0.443], [0.115, 0.260, 0.369], [-0.136, 0.811, 0.026], [0.022, 0.242, 0.507], [-0.081, 0.517, 0.298], [-0.150, 0.532, 0.370], [-0.044, -0.201, -0.396], [0.103, -0.737, -0.481], [0.325, 0.008, -0.054], [0.264, -0.206, -0.034], [-0.182, 0.162, 0.295], [0.354, 0.441, -0.099], [-0.273, -0.667, -0.452], [0.400, -0.345, 0.059], [-0.025, 0.264, 0.170], [0.049, 0.394, 0.289], [-0.164, -0.122, -0.029], [0.162, 0.036, -0.360], [0.015, -0.025, 0.046], [0.177, -0.136, -0.120], [-0.035, 0.123, 0.068], [0.099, -0.008, 0.245], [0.438, 0.066, -0.165], [0.781, 0.152, 0.446], [0.277, -0.713, -0.565], [0.044, 0.027, 0.256], [-0.291, 0.040, -0.279], [0.228, -0.436, -0.160], [0.055, -0.107, -0.011], [-0.117, 0.285, 0.244], [-0.433, 0.201, 0.336], [-0.221, -0.363, -0.086], [0.192, 0.079, -0.029], [0.450, 0.176, 0.260]]}

***

No. 3
{"formula": "C29H27ClNO6S3", "method": "ωB97M-V/def2-TZVPD", "charge": -1, "orbital_gap_ev": 4.746, "homo_ev": -2.52, "species": ["C", "N", "C", "C", "C", "C", "C", "C", "C", "S", "C", "C", "C", "C", "C", "C", "O", "O", "S", "C", "C", "C", "C", "C", "C", "O", "O", "C", "C", "H", "H", "H", "H", "H", "H", "H", "H", "H", "H", "H", "H", "H", "H", "H", "H", "H", "H", "H", "H", "H", "Cl", "C", "S", "C", "C", "C", "C", "C", "C", "O", "O", "H", "H", "H", "H", "H", "H"], "positions_angstrom": [[-6.67111, 0.78086, 2.67638], [-5.68361, 1.08597, 1.66280], [-6.21362, 1.78231, 0.50247], [-4.37362, 0.70275, 1.71224], [-3.46542, 1.21853, 0.74552], [-2.10853, 0.98848, 0.84512], [-1.55971, 0.17587, 1.85271], [-0.13308, -0.00530, 1.99662], [0.83057, 0.94334, 1.83613], [2.51515, 0.58655, 2.28937], [2.77155, -1.09042, 1.71932], [2.73419, -2.15003, 2.62879], [2.85552, -3.46279, 2.16637], [3.03042, -3.70884, 0.80084], [3.09817, -2.64080, -0.10231], [2.97470, -1.32985, 0.35686], [3.40240, 1.40325, 1.48745], [2.62164, 0.57512, 3.73061], [0.44104, 2.66698, 1.37981], [1.79421, 3.78797, 1.75144], [2.59485, 4.28636, 0.72321], [3.59740, 5.21102, 1.01805], [3.78935, 5.64930, 2.33259], [2.96166, 5.16748, 3.35279], [1.94725, 4.25333, 3.05815], [0.37425, 2.70334, -0.07311], [-0.67839, 3.10910, 2.18117], [-2.48496, -0.47720, 2.70350], [-3.84147, -0.19637, 2.68661], [-6.20562, 0.32128, 3.55079], [-7.16127, 1.72495, 2.95389], [-7.45176, 0.12089, 2.26967], [-5.50744, 2.54648, 0.15369], [-6.42697, 1.09588, -0.33676], [-7.14112, 2.28307, 0.79902], [-3.82270, 1.82650, -0.08657], [-1.47927, 1.43153, 0.09048], [0.21102, -0.95399, 2.40565], [2.60532, -1.93964, 3.68876], [2.80463, -4.28436, 2.88467], [3.10087, -4.73431, 0.43479], [3.24463, -2.82119, -1.16875], [3.02689, -0.49305, -0.33761], [2.43731, 3.94589, -0.29717], [4.22601, 5.58494, 0.20759], [4.57940, 6.36950, 2.55760], [3.09102, 5.50886, 4.38203], [1.27770, 3.88631, 3.83271], [-2.10459, -1.17638, 3.44231], [-4.50625, -0.69810, 3.39150], [0.08444, -0.13722, -1.68244], [0.52860, -1.45879, -2.57046], [-0.53196, -2.13981, -3.72394], [0.51029, -2.97497, -4.95662], [0.47169, -2.58215, -6.29558], [1.16213, -3.33346, -7.25368], [1.92752, -4.43595, -6.86744], [2.03690, -4.76503, -5.51417], [1.33170, -4.02718, -4.55571], [-1.29925, -3.20323, -3.11274], [-1.20950, -1.11719, -4.48660], [1.58052, -1.70584, -2.61402], [-0.11693, -1.71588, -6.59216], [1.08943, -3.05360, -8.30506], [2.45378, -5.02586, -7.61666], [2.65711, -5.60220, -5.19330], [1.40494, -4.28303, -3.49921]], "forces_ev_per_a": [[0.086, 0.046, -0.293], [-0.476, 0.072, -0.072], [0.168, 0.054, 0.015], [0.979, -0.111, -0.118], [-0.131, -0.213, 0.288], [-0.323, -0.220, 0.125], [-1.187, -0.166, -0.373], [0.794, 1.013, 0.511], [-0.378, 0.168, 0.342], [0.657, -0.812, -0.671], [-0.153, -0.449, -0.044], [-0.097, 0.035, -0.094], [0.057, 0.176, -0.099], [-0.067, 0.259, 0.057], [0.070, -0.025, 0.230], [-0.073, 0.062, 0.052], [-0.501, 0.021, 0.487], [-0.079, 0.226, -0.281], [0.184, 0.464, -1.340], [0.243, 0.147, 0.572], [0.059, -0.144, 0.031], [-0.199, -0.035, 0.139], [-0.200, -0.218, -0.028], [-0.073, 0.029, -0.159], [0.190, -0.140, -0.113], [-0.225, -0.097, 0.929], [0.423, -0.308, -0.090], [0.533, 0.399, -0.106], [-0.275, 0.318, -0.503], [-0.221, 0.170, -0.159], [0.057, -0.245, 0.233], [0.144, -0.070, 0.218], [-0.394, -0.129, 0.094], [0.066, 0.198, 0.237], [0.142, -0.091, -0.122], [0.262, -0.309, 0.348], [0.094, -0.085, -0.033], [-0.046, -0.030, -0.152], [-0.011, -0.023, -0.210], [0.043, 0.221, -0.288], [-0.003, 0.292, 0.107], [-0.112, 0.032, 0.365], [-0.117, -0.182, 0.135], [0.014, -0.023, 0.248], [-0.177, -0.085, 0.285], [-0.250, -0.239, -0.046], [-0.017, -0.082, -0.341], [0.160, 0.070, -0.094], [-0.047, 0.010, -0.017], [0.304, 0.132, -0.221], [-0.708, 2.084, 1.161], [0.922, -2.628, -1.992], [2.205, 0.634, 1.100], [0.351, 0.230, 0.426], [0.003, -0.321, -0.088], [-0.060, 0.037, 0.298], [0.005, 0.126, 0.129], [-0.175, 0.284, 0.130], [0.092, -0.326, -0.332], [-0.910, -0.464, -0.506], [-1.194, 0.291, -0.307], [-0.160, -0.041, -0.217], [0.043, -0.217, 0.206], [0.062, -0.077, 0.234], [-0.098, 0.113, 0.137], [-0.117, 0.176, -0.128], [-0.157, 0.017, -0.230]]}

***

Number 1: energy -124459.395 eV. Number 2: energy -190478.159 eV. Number 3: energy -89311.158 eV.